[1]
Entry from the Open Molecules 2025 dataset: a cluster of 9 separate species, C24H48O27S6 in total in a non-equilibrium geometry (ωB97M-V/def2-TZVPD).

Last column: Mulliken charge in e.
Atoms and positions in Å:
O -7.43 -19.46 14.30  -0.3853
S -7.10 -20.63 15.12  1.0223
O -7.20 -20.62 16.59  -0.5555
O -7.61 -22.07 14.35  -0.3700
C -6.76 -22.35 13.29  0.5582
C -5.48 -21.56 13.38  0.0366
O -5.59 -21.10 14.69  -0.3897
H -6.50 -23.40 13.20  0.2485
H -7.27 -22.12 12.36  -0.3828
H -5.38 -20.73 12.68  -0.0686
H -4.53 -22.08 13.22  0.3274
O -9.35 -13.37 9.48  -0.4046
S -8.91 -12.04 9.02  1.1896
O -7.48 -11.63 9.09  -0.5993
O -9.43 -11.61 7.51  -0.2633
C -10.72 -11.03 7.60  -0.2425
C -10.64 -10.12 8.77  -0.3856
O -9.89 -10.87 9.74  -0.4111
H -11.07 -10.59 6.66  0.4431
H -11.40 -11.87 7.74  0.0919
H -11.65 -9.89 9.11  0.3039
H -10.11 -9.18 8.61  0.3110
O -10.84 -20.07 10.53  -0.5633
S -9.51 -19.42 10.56  0.8501
O -8.35 -20.35 10.56  -0.3393
O -9.43 -18.26 9.34  -0.1266
C -9.87 -17.02 9.83  1.0928
C -9.39 -16.91 11.28  0.1315
O -9.41 -18.24 11.77  -0.2612
H -9.52 -16.16 9.26  -0.2357
H -10.95 -17.00 9.72  -0.6352
H -10.01 -16.28 11.92  0.3974
H -8.36 -16.55 11.41  -0.4849
O -5.22 -22.02 9.24  -0.4978
S -6.09 -23.15 8.96  1.0823
O -5.56 -24.18 8.10  -0.5672
O -6.60 -23.80 10.40  -0.3052
C -7.81 -24.44 10.21  -0.5020
C -8.63 -23.51 9.31  -0.0588
O -7.70 -22.74 8.51  -0.2274
H -7.61 -25.45 9.84  0.2905
H -8.35 -24.59 11.14  0.3540
H -9.17 -22.72 9.83  0.0856
H -9.35 -24.02 8.67  0.4217
O -13.78 -16.86 13.14  -0.5502
S -13.27 -18.07 12.52  0.9944
O -12.31 -18.97 13.21  -0.4403
O -14.54 -19.08 11.91  -0.4304
C -14.23 -19.47 10.60  -0.2664
C -13.53 -18.33 9.97  0.1142
O -12.85 -17.63 10.94  -0.2505
H -13.54 -20.31 10.69  0.2022
H -15.13 -19.76 10.05  0.3652
H -14.28 -17.66 9.55  0.3109
H -12.72 -18.57 9.28  -0.0501
O -7.11 -14.71 3.22  -0.5766
S -7.82 -15.32 4.34  0.9781
O -9.13 -15.90 4.13  -0.4643
O -6.89 -16.39 5.20  -0.4476
C -7.46 -16.48 6.55  0.2456
C -7.91 -15.03 6.84  0.7838
O -7.72 -14.34 5.67  -0.3773
H -8.29 -17.18 6.46  0.0474
H -6.67 -16.81 7.23  0.2013
H -7.54 -14.46 7.70  0.3355
H -8.99 -15.03 6.98  -0.8576
C -13.01 -15.49 6.29  -0.5962
C -12.48 -15.14 4.96  -0.4459
C -11.74 -13.89 5.18  -0.5893
O -11.21 -14.02 6.50  -0.3116
C -11.84 -15.07 7.22  0.4354
H -13.27 -16.54 6.42  0.2449
H -13.86 -14.87 6.55  0.3296
H -13.32 -15.05 4.27  0.4516
H -11.88 -15.95 4.53  0.1118
H -12.27 -12.94 5.16  0.3387
H -11.06 -13.77 4.33  0.2714
H -12.24 -14.79 8.19  0.2331
H -11.16 -15.92 7.35  -0.4118
C -10.79 -20.37 5.54  -0.2655
C -10.93 -21.62 6.32  -0.1527
C -12.19 -21.31 7.24  -0.2027
O -12.49 -19.96 6.82  -0.3433
C -12.16 -19.70 5.50  -0.0695
H -10.37 -20.49 4.54  0.4834
H -10.04 -19.81 6.10  -0.1244
H -10.10 -21.98 6.92  -0.1405
H -11.17 -22.39 5.59  0.3013
H -12.11 -21.38 8.33  0.0904
H -13.13 -21.83 7.06  0.2795
H -12.21 -18.63 5.26  -0.0988
H -12.83 -20.15 4.77  0.2880
C -4.13 -16.84 11.81  -0.6210
C -4.65 -15.45 12.21  -0.7034
C -5.66 -15.12 11.15  -0.2505
O -6.00 -16.34 10.48  -0.2692
C -5.42 -17.44 11.20  -0.2380
H -3.78 -17.42 12.67  0.3281
H -3.33 -16.82 11.07  0.3128
H -3.90 -14.65 12.26  0.3773
H -5.07 -15.44 13.22  0.2701
H -5.16 -14.58 10.34  0.2640
H -6.62 -14.73 11.50  0.2022
H -5.27 -18.38 10.68  0.3280
H -6.16 -17.64 11.97  0.0502

Values from the calculation:
- Energy relative to the best compared isomer or geometry (same formula, charge and spin): 473.6 kJ/mol
- E_HOMO: -9.6 eV
- Multiplicity: 1

=====

[2]
Entry from the Open Molecules 2025 dataset: a cluster of 2 separate species, C5H7IN2 in total in a non-equilibrium geometry (ωB97M-V/def2-TZVPD).

Last column: Mulliken charge in e.
Atoms and positions in Å:
C -2.04 -1.36 -0.41  -0.6266
C -2.42 -0.11 0.22  -0.1932
C -0.67 -1.49 -0.30  -0.2578
C 1.03 0.10 0.72  -0.6772
C 1.95 1.39 -0.63  -0.7289
N -1.36 0.55 0.65  -0.8559
N -0.35 -0.30 0.43  0.7085
I 3.76 1.90 0.24  0.0538
H -2.77 -1.98 -0.81  0.4142
H -3.40 0.34 0.07  0.3851
H 0.07 -2.23 -0.55  0.3824
H 0.94 0.77 1.68  0.3425
H 1.83 -0.63 0.96  0.3640
H 1.25 2.21 -0.64  0.3528
H 2.18 0.84 -1.62  0.3365

Values from the calculation:
- Energy relative to the best compared isomer or geometry (same formula, charge and spin): 269.6 kJ/mol
- E_HOMO: -8.7 eV
- Multiplicity: 1

=====

[3]
Entry from the Open Molecules 2025 dataset: an isolated molecule of C21H23ClN2O5S in a non-equilibrium geometry (ωB97M-V/def2-TZVPD).

Last column: Mulliken charge in e.
Atoms and positions in Å:
C 1.02 3.34 1.91  -0.9748
C 2.01 4.24 1.16  -0.9668
N 2.62 3.64 -0.01  0.1016
C 3.83 2.95 0.10  0.4384
C 4.66 2.83 -1.02  -0.2464
C 5.87 2.17 -0.94  -0.5554
C 6.29 1.63 0.27  -0.5198
C 5.49 1.77 1.38  -0.8307
C 4.27 2.42 1.31  -0.3340
S 1.58 3.34 -1.29  1.1783
O 0.43 4.17 -1.10  -0.6843
O 2.29 3.45 -2.53  -0.7287
C 1.13 1.62 -1.08  -0.3557
C 2.06 0.64 -1.37  -0.3038
C 1.73 -0.69 -1.18  -0.9982
C 0.47 -1.02 -0.70  0.7305
Cl 0.06 -2.69 -0.47  -0.2572
C -0.48 -0.03 -0.40  -0.1464
N -1.72 -0.43 0.07  -0.0142
C -2.74 0.34 0.54  0.6544
O -2.72 1.54 0.65  -0.6481
C -3.97 -0.48 0.93  -0.5721
O -3.75 -1.88 0.90  -0.4038
C -4.30 -2.58 -0.12  0.3192
O -4.97 -2.08 -0.98  -0.6049
C -3.94 -4.00 -0.02  0.1272
C -3.68 -4.76 -1.31  -0.8161
C -4.92 -5.03 -0.54  0.1851
C -5.10 -6.32 0.21  -1.4691
C -0.13 1.30 -0.61  -0.1817
H 1.43 2.35 2.06  0.2888
H 0.10 3.25 1.34  0.3023
H 0.79 3.78 2.87  0.4228
H 2.82 4.57 1.82  0.5850
H 1.48 5.13 0.80  0.4158
H 4.33 3.26 -1.96  0.5335
H 6.49 2.08 -1.82  0.3944
H 7.24 1.12 0.33  0.3976
H 5.82 1.36 2.33  0.3812
H 3.67 2.50 2.20  0.3630
H 3.03 0.92 -1.75  0.5837
H 2.44 -1.47 -1.41  0.4291
H -1.86 -1.43 0.11  -0.1095
H -4.78 -0.22 0.23  0.3209
H -4.27 -0.20 1.94  0.3746
H -3.34 -4.25 0.85  0.4592
H -2.89 -5.49 -1.30  0.2716
H -3.76 -4.19 -2.22  0.2516
H -5.84 -4.61 -0.95  0.4323
H -4.15 -6.68 0.59  0.3256
H -5.78 -6.18 1.05  0.3304
H -5.53 -7.08 -0.45  0.3756
H -0.84 2.08 -0.42  0.7481

Values from the calculation:
- Energy relative to the best compared isomer or geometry (same formula, charge and spin): 82.0 kJ/mol
- E_HOMO: -8.6 eV
- Multiplicity: 1

=====

Number 1: total energy -5363.5108 Eh. Number 2: total energy -601.8173 Eh. Number 3: total energy -2158.1289 Eh.